Molecular formula: C17H16Cl3N3O5S
Method: DFT, wB97M-V/def2-TZVPD

Atoms and positions in Å:
C -2.3602 -4.2222 -0.5507
C -2.1079 -2.7431 -0.3135
O -1.1510 -2.6225 0.7620
C -1.1849 -1.5347 1.5206
O -2.0228 -0.6740 1.4595
C -0.0004 -1.4973 2.4853
N 1.2553 -1.3126 1.7768
C 1.7808 -2.4804 1.0987
S 1.1396 0.0052 0.7185
O 0.6059 1.1091 1.4509
O 0.4706 -0.3921 -0.4884
C 2.8600 0.3201 0.3502
C 3.3762 -0.0243 -0.8852
C 4.7103 0.2229 -1.1592
C 5.5032 0.8138 -0.1838
Cl 7.1634 1.1218 -0.5168
C 4.9804 1.1639 1.0556
C 3.6457 0.9140 1.3201
C -1.4431 -2.1016 -1.5436
O -0.6029 -2.6843 -2.1857
N -1.8021 -0.8224 -1.8582
C -2.6507 0.0470 -1.1914
N -3.8147 -0.4101 -0.7585
C -4.6403 0.3864 -0.1086
C -4.3439 1.7178 0.1349
Cl -5.4368 2.7182 1.0034
C -3.1459 2.2391 -0.3394
C -2.2915 1.3964 -1.0238
Cl -0.7977 1.9900 -1.6244
H -1.4502 -4.6920 -0.9150
H -3.1417 -4.3367 -1.2960
H -2.6704 -4.7011 0.3738
H -3.0207 -2.2059 -0.0425
H -0.1337 -0.6351 3.1413
H 0.0517 -2.4193 3.0671
H 1.1776 -2.7658 0.2325
H 2.7909 -2.2436 0.7679
H 1.8215 -3.3098 1.8022
H 2.7247 -0.4780 -1.6156
H 5.1337 -0.0367 -2.1165
H 5.6131 1.6272 1.7959
H 3.1974 1.1804 2.2633
H -1.1247 -0.3640 -2.4622
H -5.5642 -0.0614 0.2270
H -2.8810 3.2706 -0.1696

LUMO level (eV): 0.2
E_HOMO (eV): -8.633
Gap between HOMO and LUMO (eV): 8.82
Energy relative to the best compared isomer or geometry (same formula, charge and spin) (kcal/mol): 10.69



Molecular formula: C17H16N2O3
Method: DFT, wB97M-V/def2-TZVPD

Atoms and positions in Å:
C 1.4303 0.7438 2.8503
C 0.4370 -0.3140 3.5321
C 0.2308 -0.5241 4.8784
C -0.5991 -1.3297 5.3595
C -1.4071 -2.0364 4.5487
C -1.0460 -2.0235 3.0735
C -0.0729 -1.0305 2.5241
N -0.2267 -1.0880 1.1241
C -1.2225 -0.6817 0.2719
O -2.2445 -0.3608 0.7340
C -0.5803 -0.8048 -1.2240
N -0.8645 0.6735 -1.7114
C -0.4210 1.2620 -2.7752
C -0.0703 2.3402 -3.1601
C 0.1190 2.8502 -4.4356
C 0.5010 1.9252 -5.4975
C 0.2153 0.6848 -5.0662
C -0.1010 0.2010 -3.8918
H -0.4234 -1.0327 -3.6180
H 0.3642 -0.2416 -5.9719
H 0.5523 2.2146 -6.4830
H 0.5675 3.8020 -4.7803
H -0.1389 3.0594 -2.4116
O -0.2870 1.6197 -0.6361
H -1.5649 1.8654 -0.3091
C 0.8537 -1.1545 -0.9089
C 1.0950 -1.1988 0.5631
O 2.0360 -1.9272 1.0104
H 1.1984 -1.9606 -1.6142
H 1.6390 -0.3141 -1.2634
H -1.2579 -1.3904 -1.7568
H -1.7620 -2.7379 2.4115
H -1.9163 -2.9993 4.9002
H -0.7041 -1.2818 6.3876
H 0.8107 0.3594 5.4002
H 2.3014 0.0996 2.4527
H 0.7176 1.2431 1.9585
H 1.8414 1.4886 3.5343

LUMO level (eV): -0.1
E_HOMO (eV): -8.520
Gap between HOMO and LUMO (eV): 8.44
Energy relative to the best compared isomer or geometry (same formula, charge and spin) (kcal/mol): 347.56



Molecular formula: C17H16N2O5
Method: DFT, wB97M-V/def2-TZVPD

Atoms and positions in Å:
C -4.9343 -2.6505 -0.1155
O -4.9677 -1.3297 -0.6093
C -3.9883 -0.4323 -0.3338
C -4.2018 0.8261 -0.8974
C -3.3083 1.8598 -0.7301
C -2.1432 1.6504 -0.0007
C -1.2030 2.7782 0.1549
O -1.5401 3.9417 0.2307
N 0.1434 2.4748 0.2042
N 0.6459 1.2712 -0.0472
C 1.9073 1.0790 -0.0316
C 2.4268 -0.2474 -0.2967
C 1.5240 -1.2534 -0.6627
C 1.9346 -2.5531 -0.8664
C 3.2701 -2.8927 -0.6965
C 4.1785 -1.9162 -0.3437
C 3.7831 -0.5906 -0.1583
C 4.8850 0.3412 0.1844
O 5.8885 0.0017 0.7606
O 4.7205 1.6044 -0.2420
C -1.9264 0.4078 0.5896
C -2.8264 -0.6361 0.4399
O -2.6334 -1.8678 1.0166
C -1.5163 -2.0602 1.8495
H -4.9588 -2.6751 0.9756
H -5.8353 -3.1208 -0.5095
H -4.0557 -3.1929 -0.4696
H -5.1044 0.9591 -1.4721
H -3.4927 2.8283 -1.1667
H 0.7701 3.2749 0.3414
H 2.6041 1.8873 0.1897
H 0.4897 -0.9730 -0.7880
H 1.2162 -3.3067 -1.1537
H 3.5982 -3.9104 -0.8422
H 5.2222 -2.1570 -0.2087
H 5.5104 2.1244 -0.0218
H -1.0429 0.2651 1.1871
H -1.5982 -3.0864 2.2056
H -1.5308 -1.3797 2.7067
H -0.5743 -1.9417 1.3046

LUMO level (eV): -0.2
E_HOMO (eV): -8.244
Gap between HOMO and LUMO (eV): 8.08
Energy relative to the best compared isomer or geometry (same formula, charge and spin) (kcal/mol): 37.79